Here is a molecular structure, C32H46BLiNO7 in a non-equilibrium geometry from the Open Molecules 2025 dataset. Energies are from the ωB97M-V functional and the def2-TZVPD basis.

Results
spin multiplicity: 1
maximum force: 2.438 eV/A
net charge: +1
Kohn-Sham gap: 5.88 eV

Positions of all 88 atoms, in Å:
C1 11.49 -1.52 0.71
C2 10.09 -0.83 1.02
C3 9.05 -1.25 -0.09
C4 7.97 -0.11 -0.30
C5 7.46 -0.05 -1.86
C6 6.63 1.31 -2.04
C7 5.07 1.13 -2.14
C8 4.46 0.06 -1.16
C9 2.92 -0.22 -1.45
C10 1.98 0.89 -0.79
C11 0.69 0.28 -0.10
C12 0.36 0.95 1.30
C13 -0.86 1.93 1.27
C14 -2.23 1.29 0.91
C15 -3.19 2.11 0.13
C16 -2.86 3.56 -0.38
O1 -2.44 4.43 0.68
C17 -3.57 4.74 1.52
O2 -3.65 3.94 2.68
C18 -2.65 4.28 3.64
C19 -2.27 3.04 4.53
O3 -0.87 3.00 4.88
C20 -4.52 1.60 -0.23
C21 -4.97 0.28 0.19
C22 -4.03 -0.56 0.94
C23 -2.69 -0.04 1.30
N1 -1.83 -0.92 2.08
C24 -4.53 -1.97 1.32
O4 -4.20 -2.58 2.31
C25 -5.58 -2.59 0.33
C26 -5.66 -4.04 0.08
C27 -6.68 -4.53 -0.85
C28 -7.66 -3.67 -1.54
B1 -8.77 -4.31 -2.52
O5 -9.87 -5.03 -2.00
O6 -8.72 -4.13 -3.93
C29 -7.70 -5.05 -4.40
C30 -7.56 -2.23 -1.30
C31 -6.53 -1.75 -0.39
C32 -6.41 -0.22 -0.16
O7 -7.37 0.51 -0.22
H1 11.45 -2.06 -0.27
H2 11.78 -2.23 1.52
H3 12.26 -0.71 0.63
H4 10.22 0.29 1.01
H5 9.71 -1.14 2.03
H6 9.53 -1.42 -1.10
H7 8.53 -2.21 0.20
H8 8.40 0.93 0.00
H9 7.07 -0.27 0.36
H10 8.45 -0.07 -2.48
H11 6.90 -0.97 -2.15
H12 6.96 1.78 -3.02
H13 6.96 2.04 -1.24
H14 4.79 0.92 -3.20
H15 4.62 2.13 -1.87
H16 4.57 0.45 -0.11
H17 5.00 -0.91 -1.22
H18 2.68 -1.26 -1.10
H19 2.82 -0.14 -2.57
H20 2.64 1.43 -0.04
H21 1.73 1.67 -1.56
H22 -0.19 0.23 -0.79
H23 0.98 -0.79 0.14
H24 1.27 1.58 1.55
H25 0.32 0.20 2.13
H26 -0.95 2.48 2.26
H27 -0.62 2.74 0.52
H28 -3.78 3.97 -0.89
H29 -2.08 3.49 -1.19
H30 -3.40 5.81 1.85
H31 -4.54 4.73 0.96
H32 -1.76 4.71 3.11
H33 -3.01 5.10 4.34
H34 -2.44 2.11 3.90
H35 -2.89 2.95 5.46
H36 -0.37 3.48 4.20
H37 -5.24 2.24 -0.79
H38 -1.62 -1.72 1.47
H39 -2.31 -1.26 2.92
H40 -4.98 -4.76 0.57
H41 -6.75 -5.63 -1.08
H42 -9.51 -5.69 -1.37
H43 -8.14 -6.09 -4.40
H44 -6.80 -5.02 -3.73
H45 -7.34 -4.77 -5.43
H46 -8.25 -1.52 -1.80
Li1 9.10 1.50 -1.69


Here is a molecular structure, C41H39N6O4PSTeTi from the Open Molecules 2025 dataset. Energies are from the ωB97M-V functional and the def2-TZVPD basis.

Results
spin multiplicity: 1
maximum force: 0.762 eV/A
net charge: -2
Kohn-Sham gap: 4.33 eV

Positions of all 94 atoms, in Å:
Ti1 1.94 0.79 0.81
O1 3.16 -1.14 -2.60
C1 2.79 -0.87 -1.45
N1 3.23 0.30 -0.74
C2 4.14 1.13 -1.25
O2 4.89 1.03 -2.22
C3 4.22 2.43 -0.47
C4 5.16 3.40 -0.79
C5 5.18 4.57 -0.05
C6 4.28 4.73 1.00
C7 3.39 3.70 1.26
N2 3.36 2.59 0.53
C8 1.82 -1.59 -0.70
C9 1.25 -2.77 -1.28
C10 0.59 -3.77 -0.66
C11 0.47 -3.86 0.83
C12 1.12 -1.97 1.64
N3 1.47 -1.05 0.58
H1 5.83 3.20 -1.61
H2 5.90 5.35 -0.28
H3 4.28 5.62 1.61
H4 2.70 3.74 2.09
H5 1.43 -2.84 -2.35
H6 0.17 -4.58 -1.25
H7 0.13 -4.85 1.15
H8 1.29 -1.48 2.60
O3 0.24 1.74 1.44
N4 -0.77 1.37 2.23
C13 -0.50 0.56 3.28
C14 -1.49 0.11 4.10
C15 -2.81 0.51 3.84
C16 -3.06 1.34 2.79
C17 -2.04 1.82 1.93
S1 -2.36 2.85 0.62
H9 0.55 0.32 3.39
H10 -1.23 -0.56 4.91
H11 -3.63 0.15 4.46
H12 -4.06 1.67 2.55
C18 0.52 4.61 -0.23
N5 0.32 4.05 -1.55
C19 -0.13 4.94 -2.59
C20 -0.84 4.17 -3.68
C21 0.09 3.09 -4.19
N6 0.59 2.30 -3.09
C22 1.26 1.03 -3.41
C23 0.70 2.76 -1.81
O4 1.15 2.03 -0.94
H13 -0.36 5.18 0.05
H14 1.40 5.26 -0.22
H15 0.63 3.80 0.48
H16 0.70 5.52 -3.02
H17 -0.82 5.66 -2.13
H18 -1.14 4.83 -4.50
H19 -1.74 3.70 -3.26
H20 0.92 3.54 -4.76
H21 -0.43 2.42 -4.88
H22 0.92 0.70 -4.39
H23 1.00 0.27 -2.68
H24 2.35 1.13 -3.42
C24 -5.42 -4.34 1.29
C25 -5.52 -2.96 1.26
C26 -4.38 -2.18 1.16
C27 -3.11 -2.77 1.06
C28 -3.03 -4.16 1.09
C29 -4.17 -4.94 1.21
P1 -1.68 -1.62 0.89
C30 -1.74 -1.48 -0.94
C31 -2.15 -2.50 -1.80
C32 -2.37 -2.26 -3.14
C33 -2.19 -0.98 -3.66
C34 -1.79 0.04 -2.82
C35 -1.55 -0.21 -1.47
C36 -0.28 -2.67 1.54
C37 -0.73 -3.04 2.94
C38 -0.05 -3.69 3.88
C39 1.33 -4.19 3.82
C40 2.15 -4.03 2.78
C41 1.79 -3.37 1.50
H25 -6.32 -4.95 1.37
H26 -6.49 -2.48 1.32
H27 -4.45 -1.10 1.15
H28 -2.06 -4.64 1.02
H29 -4.09 -6.02 1.23
H30 -2.31 -3.50 -1.40
H31 -2.68 -3.08 -3.79
H32 -2.38 -0.79 -4.71
H33 -1.66 1.04 -3.20
H34 -1.26 0.61 -0.82
H35 -1.73 -2.71 3.23
H36 -0.56 -3.85 4.83
H37 1.70 -4.69 4.71
H38 3.16 -4.41 2.87
H39 2.64 -3.35 0.81
Te1 3.26 0.58 3.08


Here is a molecular structure, C8H13ClFILuNO2 in a non-equilibrium geometry from the Open Molecules 2025 dataset. Energies are from the ωB97M-V functional and the def2-TZVPD basis.

Results
spin multiplicity: 1
maximum force: 4.261 eV/A
net charge: +2
Kohn-Sham gap: 3.17 eV

Positions of all 28 atoms, in Å:
C1 2.37 -0.73 0.06
C2 1.63 0.21 -0.87
C3 1.03 1.41 -0.18
Cl1 2.36 2.55 0.12
N1 0.24 1.16 1.04
I1 1.20 1.19 2.82
C4 -0.77 0.11 0.92
C5 -1.90 0.61 -0.01
C6 -1.94 0.01 -1.40
C7 -1.69 -1.46 -1.51
F1 -1.06 0.71 -2.23
C8 -1.31 -0.18 2.31
O1 -1.02 -1.28 2.81
O2 -1.95 0.69 2.93
H1 3.14 -1.25 -0.52
H2 2.87 -0.18 0.86
H3 1.77 -1.50 0.52
H4 2.33 0.61 -1.59
H5 0.93 -0.37 -1.44
H6 0.37 1.92 -0.87
H7 -0.35 -0.86 0.62
H8 -2.87 0.46 0.45
H9 -1.80 1.68 -0.11
H10 -2.94 0.19 -1.79
H11 -1.88 -1.79 -2.53
H12 -0.69 -1.77 -1.24
H13 -2.37 -1.99 -0.86
Lu1 4.29 -0.14 1.68


Here is a molecular structure, C44H55ClN9O4SiSn in a non-equilibrium geometry from the Open Molecules 2025 dataset. Energies are from the ωB97M-V functional and the def2-TZVPD basis.

Results
spin multiplicity: 1
maximum force: 2.457 eV/A
net charge: +1
Kohn-Sham gap: 5.62 eV

Positions of all 115 atoms, in Å:
Sn1 0.98 0.63 20.91
N1 -1.18 2.53 21.15
C1 -2.37 1.69 21.32
C2 -3.63 2.47 21.67
C3 -4.08 3.46 20.56
C4 -4.91 2.80 19.44
N2 -4.18 1.84 18.63
C5 -3.17 2.14 17.78
N3 -2.47 1.16 17.19
N4 -2.86 3.43 17.53
C6 -2.07 0.59 22.36
O1 -2.94 0.25 23.15
O2 -0.81 0.11 22.32
H1 -1.03 3.19 21.90
H2 -1.12 3.02 20.26
H3 -2.52 1.21 20.33
H4 -3.48 3.00 22.64
H5 -4.45 1.76 21.86
H6 -3.22 4.01 20.13
H7 -4.74 4.24 20.98
H8 -5.28 3.61 18.78
H9 -5.78 2.28 19.86
H10 -4.38 0.86 18.76
H11 -2.66 0.20 17.43
H12 -1.51 1.40 16.89
H13 -3.43 4.21 17.84
H14 -2.03 3.58 16.96
C7 -1.72 -1.63 19.18
C8 -0.57 -2.43 19.74
C9 -0.56 -3.85 19.72
C10 0.52 -4.53 20.31
C11 1.56 -3.80 20.91
C12 1.49 -2.35 20.92
N5 0.42 -1.70 20.28
N6 2.37 -1.52 21.50
Si1 4.01 -1.85 22.03
C13 5.13 -1.78 20.53
C14 4.41 -0.51 23.25
C15 4.25 -3.49 22.91
H15 -2.19 -2.14 18.31
H16 -1.33 -0.64 18.88
H17 -2.51 -1.48 19.95
H18 -1.38 -4.40 19.26
H19 0.56 -5.61 20.28
H20 2.42 -4.29 21.35
H21 5.13 -0.76 20.09
H22 4.81 -2.49 19.73
H23 6.17 -2.01 20.81
H24 4.03 0.45 22.89
H25 5.50 -0.41 23.41
H26 3.95 -0.70 24.23
H27 4.50 -4.32 22.23
H28 3.32 -3.76 23.44
H29 5.06 -3.41 23.65
C16 8.17 1.46 19.10
C17 7.69 2.86 19.38
C18 8.59 3.94 19.44
C19 8.13 5.25 19.68
C20 6.76 5.50 19.85
C21 5.84 4.44 19.76
C22 6.31 3.12 19.55
N7 5.41 2.02 19.45
C23 4.19 1.99 20.10
N8 4.21 2.57 21.34
C24 3.20 2.84 22.31
C25 1.93 2.18 22.31
C26 1.16 2.54 23.44
C27 1.53 3.44 24.46
C28 2.77 4.08 24.38
C29 3.63 3.79 23.31
C30 4.98 4.48 23.22
N9 3.17 1.34 19.63
C31 3.16 0.90 18.29
C32 2.79 -0.44 18.03
C33 2.69 -0.94 16.73
C34 2.98 -0.09 15.64
C35 3.33 1.25 15.85
C36 3.41 1.77 17.16
C37 3.76 3.24 17.30
H30 9.26 1.42 19.25
H31 7.98 1.12 18.06
H32 7.72 0.74 19.81
H33 9.65 3.75 19.29
H34 8.85 6.06 19.74
H35 6.40 6.50 20.04
H36 4.76 4.64 19.88
H37 5.47 1.43 18.63
H38 5.13 2.93 21.60
H39 0.22 2.02 23.57
H40 0.85 3.61 25.28
H41 3.11 4.77 25.15
H42 5.03 5.19 24.06
H43 5.11 5.05 22.28
H44 5.85 3.80 23.33
H45 2.60 -1.09 18.88
H46 2.34 -1.95 16.56
H47 2.91 -0.49 14.63
H48 3.53 1.92 15.01
H49 3.22 3.80 16.52
H50 4.83 3.45 17.13
H51 3.49 3.66 18.27
Cl1 2.53 8.08 19.48
C38 1.87 6.56 19.06
C39 1.43 6.31 17.73
C40 0.89 5.07 17.40
C41 0.81 4.03 18.39
C42 1.25 4.29 19.70
C43 1.77 5.54 20.02
C44 0.19 2.71 17.98
O3 -0.28 2.68 16.79
O4 0.23 1.71 18.81
H52 1.49 7.12 17.02
H53 0.56 4.85 16.38
H54 1.25 3.50 20.45
H55 2.16 5.73 21.02


Here is a single C4H6O2 molecule in a non-equilibrium geometry from the Open Molecules 2025 dataset. Energies are from the ωB97M-V functional and the def2-TZVPD basis.

Results
SMILES: O=C1CCOC1
spin multiplicity: 1
maximum force: 2.366 eV/A
Kohn-Sham gap: 10.59 eV

Positions of all 12 atoms, in Å:
O1 0.80 2.24 0.21
C1 0.51 1.08 0.10
C2 -1.09 0.53 0.02
C3 -0.94 -0.96 -0.12
O2 0.65 -1.35 -0.10
C4 1.49 -0.24 0.02
H1 -1.54 1.04 -0.85
H2 -1.59 0.88 0.93
H3 -1.31 -1.54 0.73
H4 -1.27 -1.38 -1.07
H5 2.18 -0.09 -0.84
H6 2.11 -0.24 0.95


Here is a molecular structure, C23H33Cl5O6P2PdSTe from the Open Molecules 2025 dataset. Energies are from the ωB97M-V functional and the def2-TZVPD basis.

Results
spin multiplicity: 5
maximum force: 0.516 eV/A
net charge: +2
Kohn-Sham gap (alpha / beta): 8.25 / 5.49 eV

Positions of all 72 atoms, in Å:
Pd1 -0.06 2.16 0.48
Cl1 -3.17 2.04 1.73
C1 -2.15 3.15 2.51
C2 -0.85 3.37 1.94
C3 -0.03 4.30 2.55
Cl2 1.53 4.59 1.87
C4 -0.42 4.98 3.69
Cl3 0.58 6.09 4.45
C5 -1.73 4.72 4.26
Cl4 -2.20 5.55 5.64
C6 -2.59 3.79 3.66
Cl5 -4.13 3.48 4.32
C7 0.20 -1.31 -4.92
C8 0.72 -0.33 -3.89
C9 0.47 1.11 -4.26
O1 0.00 -0.63 -2.64
P1 0.72 -0.56 -1.24
O2 1.07 0.82 -0.77
C10 -0.51 -1.35 -0.19
P2 -0.27 -1.02 1.57
O3 -0.37 0.43 1.90
O4 -1.38 -1.81 2.34
C11 -1.40 -3.28 2.46
C12 -1.28 -3.62 3.92
C13 -2.68 -3.76 1.82
O5 1.12 -1.68 1.84
C14 1.96 -1.33 3.01
C15 2.87 -0.19 2.62
C16 2.70 -2.59 3.39
O6 2.03 -1.40 -1.29
C17 2.07 -2.81 -1.72
C18 3.15 -2.93 -2.77
C19 2.35 -3.66 -0.50
H1 0.71 -1.15 -5.87
H2 -0.87 -1.18 -5.07
H3 0.39 -2.34 -4.61
H4 1.78 -0.49 -3.71
H5 -0.60 1.30 -4.38
H6 0.96 1.34 -5.21
H7 0.89 1.78 -3.50
H8 -0.52 -2.43 -0.38
H9 -1.49 -0.97 -0.46
H10 -0.53 -3.67 1.91
H11 -2.13 -3.20 4.47
H12 -0.36 -3.23 4.35
H13 -1.29 -4.70 4.05
H14 -3.54 -3.34 2.35
H15 -2.74 -4.85 1.89
H16 -2.74 -3.48 0.77
H17 1.28 -1.03 3.81
H18 3.50 -0.48 1.77
H19 3.51 0.07 3.45
H20 2.29 0.69 2.33
H21 3.35 -2.91 2.57
H22 2.01 -3.40 3.62
H23 3.32 -2.40 4.26
H24 1.10 -3.06 -2.15
H25 4.11 -2.62 -2.36
H26 2.93 -2.32 -3.65
H27 3.23 -3.97 -3.09
H28 3.31 -3.38 -0.07
H29 2.39 -4.71 -0.78
H30 1.58 -3.53 0.27
Te1 -1.08 3.59 -1.51
C20 -1.92 4.68 -3.02
C21 -3.28 4.76 -3.29
C22 -3.55 5.62 -4.36
C23 -2.41 6.17 -4.89
S1 -0.99 5.60 -4.15
H31 -4.04 4.24 -2.72
H32 -4.54 5.85 -4.72
H33 -2.34 6.86 -5.71


Here is a single C14H21BFNO5S molecule in a non-equilibrium geometry from the Open Molecules 2025 dataset. Energies are from the ωB97M-V functional and the def2-TZVPD basis.

Results
SMILES: CC[C@@]1(B(O)O)[C@@H](S(=O)(=O)F)CO[C@@]1(CNC)c1ccccc1
spin multiplicity: 1
maximum force: 9.048 eV/A
Kohn-Sham gap: 8.06 eV

Positions of all 44 atoms, in Å:
C1 -2.70 0.93 -0.34
C2 -1.29 1.32 -1.08
C3 -0.15 0.10 -1.02
B1 -0.97 -1.35 -1.21
O1 -1.53 -2.05 0.01
O2 -1.15 -2.05 -2.49
C4 1.01 0.25 -2.18
S1 0.55 0.69 -3.94
O3 -0.89 0.33 -4.36
O4 1.50 -0.16 -4.86
F1 0.89 2.34 -4.33
C5 1.78 1.57 -1.52
O5 1.54 1.53 -0.04
C6 0.83 0.25 0.29
C7 2.10 -0.77 0.49
N1 1.74 -2.21 0.78
C8 2.24 -3.14 -0.35
C9 0.02 0.60 1.71
C10 -0.38 -0.61 2.79
C11 -1.23 -0.22 4.16
C12 -1.70 1.32 4.54
C13 -1.28 2.52 3.50
C14 -0.44 2.12 2.15
H1 -3.46 0.35 -1.05
H2 -3.27 1.94 -0.07
H3 -2.57 0.35 0.69
H4 -1.57 1.62 -2.20
H5 -0.88 2.33 -0.60
H6 -2.52 -1.97 -0.08
H7 -1.40 -3.01 -2.29
H8 1.76 -0.66 -2.30
H9 1.25 2.60 -1.81
H10 2.93 1.60 -1.80
H11 2.88 -0.77 -0.38
H12 2.69 -0.38 1.45
H13 2.15 -2.55 1.68
H14 1.57 -4.10 -0.46
H15 3.35 -3.50 -0.13
H16 2.22 -2.61 -1.41
H17 -0.09 -1.74 2.63
H18 -1.52 -1.09 4.89
H19 -2.32 1.60 5.49
H20 -1.56 3.68 3.64
H21 -0.14 3.00 1.41